1.
{"formula": "C30H24ClN2O2PtS", "method": "the ωB97M-V functional and the def2-TZVPD basis", "species": ["H", "H", "N", "C", "H", "C", "H", "H", "H", "H", "C", "H", "C", "O", "H", "H", "H", "H", "H", "C", "C", "C", "C", "Cl", "C", "C", "C", "C", "C", "C", "N", "C", "C", "C", "C", "C", "Pt", "C", "H", "H", "C", "C", "C", "C", "H", "H", "C", "H", "H", "C", "H", "C", "H", "C", "C", "H", "H", "C", "H", "S", "O"], "xyz": [[2.512, -2.889, -1.813], [-0.431, 0.780, 1.713], [-1.297, -0.539, -2.565], [4.348, 3.182, 0.223], [-2.317, 3.240, 2.488], [2.378, -0.351, -0.987], [1.984, -3.323, 2.109], [-2.978, -3.805, -3.775], [-1.154, -0.770, 4.943], [1.524, -4.947, -2.676], [0.740, -1.711, -2.038], [-1.006, 5.066, 1.501], [-3.419, 1.102, 1.209], [-1.829, -0.714, 0.044], [-4.205, -1.630, -3.807], [-3.812, 1.314, 2.204], [-4.238, 0.815, 0.549], [1.657, -3.959, 4.473], [0.070, -2.692, 5.882], [0.914, -4.055, -2.627], [-2.507, -2.885, -3.452], [0.226, -2.409, 4.850], [-2.104, 3.230, 1.425], [6.776, 1.984, 0.061], [-2.618, 2.216, 0.631], [-0.270, -0.952, 2.996], [1.110, -3.124, 4.054], [4.376, 0.872, -0.412], [-1.160, 4.325, -0.503], [2.982, 3.200, 0.128], [1.214, -0.484, -1.537], [-0.464, -1.330, 4.321], [-2.525, -0.540, -3.037], [2.977, 0.873, -0.561], [2.240, 2.067, -0.286], [-3.182, -1.697, -3.464], [-0.430, 0.821, -1.136], [1.299, -2.759, 2.729], [4.884, 4.076, 0.514], [-1.565, 3.402, -2.394], [0.613, -1.677, 2.201], [-1.034, 0.198, 2.411], [-1.165, -2.915, -3.018], [-0.384, -4.087, -3.053], [2.417, 4.092, 0.366], [4.932, -0.036, -0.613], [1.478, -2.874, -2.126], [-0.619, 5.156, -0.934], [-0.817, -5.001, -3.438], [-1.380, 4.275, 0.864], [-3.001, 1.642, -1.398], [5.056, 2.005, -0.052], [-1.448, 0.842, 3.185], [-1.664, 3.327, -1.318], [-2.358, 2.237, -0.760], [-3.018, 0.421, -3.118], [0.757, -1.385, 1.165], [-0.596, -1.712, -2.535], [3.004, -1.234, -0.855], [-2.421, -0.455, 1.400], [0.946, 2.181, -0.348]], "atomic_forces_ev_per_a": [[0.0, 0.0, 0.0], [0.0, 0.2, 0.0], [-0.2, -0.2, 0.1], [0.0, 0.0, 0.0], [0.0, 0.0, 0.0], [0.0, -0.1, -0.3], [0.0, 0.0, 0.0], [0.0, 0.0, 0.0], [0.0, 0.0, 0.0], [0.0, 0.0, 0.0], [0.2, -0.5, -0.1], [0.0, 0.0, 0.0], [0.4, -0.4, 0.1], [0.5, 0.0, -0.6], [0.0, 0.0, 0.0], [0.0, 0.1, 0.0], [0.0, -0.1, 0.1], [0.0, 0.0, 0.0], [0.0, 0.0, 0.0], [-0.1, -0.2, -0.1], [0.0, 0.2, 0.0], [0.0, 0.0, 0.0], [-0.1, -0.1, 0.0], [0.2, 0.0, 0.0], [0.2, 0.1, -0.1], [0.0, -0.1, 0.0], [0.0, 0.0, 0.1], [0.3, 0.0, 0.1], [0.1, 0.0, 0.1], [-0.2, 0.0, 0.0], [0.1, -0.1, 0.4], [0.0, 0.0, 0.0], [0.2, 0.2, 0.0], [-0.5, 0.3, 0.2], [0.6, -0.3, 0.1], [-0.1, -0.2, -0.2], [0.2, 0.3, 0.3], [0.0, 0.0, 0.0], [0.0, 0.0, 0.0], [0.0, 0.0, 0.0], [0.0, 0.1, 0.0], [-0.2, -0.3, -0.2], [0.1, 0.2, 0.1], [0.1, -0.1, 0.0], [0.0, 0.0, 0.0], [0.0, 0.0, 0.0], [-0.1, 0.5, 0.1], [0.0, 0.0, 0.0], [0.0, 0.0, 0.0], [0.0, 0.0, -0.1], [0.2, -0.2, 0.0], [-0.2, -0.2, -0.1], [-0.1, 0.0, 0.0], [-0.2, -0.1, 0.0], [-0.4, 0.5, 0.1], [0.0, 0.0, 0.2], [0.0, 0.0, 0.0], [0.0, -0.2, -0.1], [0.1, 0.0, -0.2], [-0.3, 0.7, 0.7], [-0.6, 0.0, -0.2]], "total_charge": 1, "homo_lumo_gap_ev": [6.5, 6.2], "multiplicity": 3, "energy_ha": -2395.0387}


2.
{"formula": "C9H9ClLiN2O5S2", "method": "the ωB97M-V functional and the def2-TZVPD basis", "species": ["C", "N", "O", "Cl", "H", "O", "C", "O", "Li", "H", "C", "H", "H", "S", "C", "O", "H", "H", "N", "C", "H", "S", "C", "H", "C", "O", "H", "C", "C"], "xyz": [[0.626, 2.291, -0.983], [-0.511, -1.496, -0.345], [-1.166, -0.619, 2.903], [0.250, -0.830, 2.980], [1.405, 3.415, 0.645], [0.939, -0.006, 1.982], [0.691, 1.141, -1.810], [0.732, -0.546, 4.293], [1.207, -1.577, 0.809], [3.474, -0.205, -0.302], [-3.931, -0.855, -0.684], [-2.795, 0.181, 0.868], [-4.217, -1.643, 0.012], [-0.403, 0.920, -3.125], [2.564, 1.633, 0.303], [2.433, -2.406, -0.353], [-0.167, 3.001, -1.188], [3.262, 1.818, 1.108], [2.341, -2.473, -1.580], [-2.701, -0.099, -0.183], [-4.770, -0.167, -0.789], [1.975, -1.152, -2.520], [2.674, 0.505, -0.477], [-2.521, 0.808, -0.763], [1.516, 2.523, 0.038], [0.572, -2.214, 2.599], [-3.739, -1.309, -1.656], [-1.483, -0.891, -0.287], [1.743, 0.252, -1.494]], "atomic_forces_ev_per_a": [[-0.1, -0.1, 0.0], [-0.1, -0.2, 0.2], [0.0, 0.0, 0.0], [0.1, -0.2, -0.1], [0.0, 0.0, 0.0], [-0.2, 0.0, 0.4], [0.1, 0.2, 0.0], [0.0, 0.0, 0.0], [-0.2, 0.1, -0.1], [0.0, 0.1, 0.0], [0.0, 0.0, 0.0], [0.0, 0.0, 0.0], [0.0, 0.0, 0.0], [0.0, -0.2, 0.1], [0.0, 0.2, -0.1], [-0.2, -0.1, -0.4], [0.0, 0.0, 0.0], [0.0, 0.0, 0.0], [0.3, 0.1, 0.0], [0.1, 0.1, 0.0], [0.0, 0.0, 0.0], [-0.3, -0.2, 0.0], [0.0, 0.0, -0.1], [0.0, 0.0, -0.1], [0.2, 0.0, 0.1], [-0.1, 0.2, 0.2], [0.0, 0.1, 0.0], [0.1, 0.0, 0.0], [0.2, 0.1, 0.1]], "total_charge": -1, "homo_lumo_gap_ev": [6.3, 6.3], "energy_ha": -2098.0037}


3.
{"formula": "C48H48IIrN13OPS", "method": "the ωB97M-V functional and the def2-TZVPD basis", "species": ["C", "N", "N", "C", "C", "C", "H", "H", "H", "H", "N", "H", "H", "H", "C", "C", "C", "C", "H", "C", "C", "C", "H", "H", "C", "H", "H", "H", "H", "H", "I", "H", "N", "C", "C", "H", "P", "C", "H", "Ir", "N", "C", "H", "H", "O", "C", "H", "N", "C", "C", "H", "H", "C", "C", "H", "C", "C", "C", "C", "H", "N", "H", "H", "H", "H", "C", "H", "C", "C", "S", "H", "N", "H", "H", "C", "C", "C", "C", "H", "H", "H", "H", "N", "C", "H", "C", "H", "C", "H", "H", "N", "C", "N", "H", "C", "C", "C", "C", "H", "C", "C", "H", "N", "H", "C", "C", "C", "H", "N", "H", "H", "C", "C", "C"], "xyz": [[-0.159, 3.579, -5.185], [-3.079, -0.499, 3.258], [-0.689, -1.982, -0.115], [2.689, 2.624, -0.786], [-2.514, -2.962, -1.296], [-2.801, -5.387, -1.519], [-4.959, -10.269, -2.904], [-0.449, 1.326, 4.071], [2.202, -1.989, 2.148], [0.709, -3.286, 0.680], [0.099, 1.518, -0.148], [2.215, 4.285, -2.883], [-0.546, 7.445, 2.058], [3.074, 4.128, 0.709], [0.992, 4.121, -4.630], [-1.821, -1.873, -0.840], [-5.298, -6.938, -3.445], [0.836, -0.412, -5.060], [-0.400, -5.312, -0.079], [1.285, -2.734, 3.935], [4.241, -0.709, 0.361], [-5.526, -8.286, -3.527], [3.583, 2.763, 5.003], [5.180, -0.420, 0.805], [-3.480, -7.447, -1.903], [1.950, -2.130, -1.479], [0.290, 5.472, 3.263], [-1.852, -7.065, -0.590], [1.634, 4.759, -5.224], [0.859, 3.388, 2.005], [5.300, -2.725, -1.748], [1.740, 4.446, 5.943], [0.246, -1.337, 2.306], [0.120, -2.768, 4.683], [-0.982, -2.067, 4.222], [-1.898, 2.366, -4.850], [0.912, 2.805, -0.806], [-2.045, -4.253, -1.023], [2.523, -0.155, -6.372], [0.151, -0.169, 0.535], [-3.998, 0.930, 1.597], [-0.854, -4.356, -0.301], [-3.419, -2.838, -1.873], [-3.161, -9.534, -1.381], [1.786, 1.277, 2.651], [-3.724, -8.817, -1.962], [0.070, -3.327, 5.607], [-3.811, -5.238, -2.345], [-2.861, 0.844, 0.935], [-2.003, -0.544, 2.532], [-0.157, 5.383, -1.660], [2.618, 0.826, -4.911], [-0.218, -3.214, 0.131], [-0.993, 2.774, -4.419], [-2.159, -0.871, -1.060], [2.326, -0.149, -5.302], [-0.061, 5.389, -0.583], [0.190, 5.433, 2.186], [3.502, 3.374, 0.061], [-5.882, -6.221, -4.006], [2.052, -0.732, 0.089], [-5.984, 0.865, 3.085], [0.519, -1.353, -5.513], [6.509, 2.117, -0.857], [0.225, 0.383, -5.492], [2.579, -1.584, -0.797], [5.513, 3.772, 0.682], [0.261, 1.562, 4.864], [0.430, 4.274, 0.095], [1.918, 1.255, 4.171], [2.176, -3.257, 4.255], [-5.206, 0.335, 3.444], [2.618, 1.100, -2.312], [1.857, 2.884, 6.736], [0.201, 3.009, 5.348], [-4.253, -6.510, -2.611], [-4.087, 0.261, 2.746], [0.485, 3.040, -2.536], [-1.852, 1.688, -0.588], [2.944, -0.918, -4.840], [-3.544, 2.103, -0.463], [-1.920, -2.045, 4.757], [-2.772, 1.500, -0.227], [-4.746, -9.214, -2.797], [2.849, 0.508, 1.497], [4.624, 1.510, -1.686], [5.066, 0.806, -2.379], [-0.672, 2.504, -3.097], [0.135, 0.850, 5.680], [-5.292, -0.155, 4.318], [0.296, -0.500, -2.505], [2.548, 2.879, 4.689], [-2.554, -6.700, -1.210], [-6.313, -8.662, -4.165], [1.317, 3.854, -3.310], [3.253, 1.681, -1.652], [5.436, 2.255, -0.834], [-0.279, 6.553, 1.507], [-0.804, 7.388, -0.397], [1.310, -2.014, 2.755], [3.963, -1.609, -0.657], [-0.516, 3.115, 6.161], [3.081, -0.205, 0.783], [2.511, 3.500, 3.791], [1.617, 3.374, 5.790], [0.526, 4.284, 1.490], [4.876, 3.181, 0.037], [-1.326, 1.872, -2.516], [-1.796, 0.089, 1.354], [-0.410, 3.788, -6.217], [-0.125, 3.654, 4.533], [-0.877, -1.356, 3.040], [0.522, -0.475, -3.634], [-0.418, 6.525, 0.128]], "atomic_forces_ev_per_a": [[0.0, 0.0, 0.0], [0.0, 0.0, -0.1], [0.5, 0.0, 0.0], [0.0, -0.4, 0.2], [0.0, 0.0, 0.0], [-0.1, 0.1, -0.1], [0.0, 0.0, 0.0], [0.0, 0.0, 0.0], [0.0, 0.0, 0.0], [0.0, 0.0, 0.0], [1.8, -0.2, -0.2], [0.0, 0.0, 0.0], [0.0, 0.0, 0.0], [0.0, 0.0, 0.0], [0.0, 0.0, 0.0], [0.0, 0.0, -0.1], [0.1, 0.1, 0.0], [0.0, 0.0, 0.0], [0.0, 0.0, 0.0], [0.0, 0.0, 0.0], [0.0, -0.1, 0.1], [0.1, -0.1, 0.0], [0.0, 0.0, 0.0], [0.0, 0.0, 0.0], [-0.1, 0.1, 0.1], [0.0, 0.0, 0.0], [0.0, 0.0, 0.0], [0.0, 0.0, 0.0], [0.0, 0.0, 0.0], [0.0, 0.0, 0.0], [0.0, 0.0, 0.0], [0.0, 0.0, 0.0], [0.4, 0.0, -0.2], [0.0, 0.0, 0.0], [0.0, 0.1, 0.0], [0.0, 0.0, 0.0], [-0.3, 0.7, -0.6], [-0.1, -0.1, -0.1], [0.0, 0.0, 0.0], [-2.9, -0.7, 1.2], [0.0, 0.0, 0.0], [0.1, 0.0, 0.0], [0.0, 0.0, 0.0], [0.1, 0.0, -0.1], [0.1, 0.3, 0.2], [-0.1, -0.1, -0.1], [0.0, 0.0, 0.0], [0.2, 0.0, 0.1], [0.0, 0.0, -0.1], [0.0, -0.1, 0.0], [0.0, 0.0, 0.0], [0.0, 0.0, 0.0], [0.0, -0.1, -0.1], [0.0, 0.0, 0.0], [0.0, 0.0, 0.0], [0.0, 0.0, 0.0], [0.1, 0.0, 0.0], [0.0, 0.0, 0.0], [0.0, 0.0, 0.0], [0.0, 0.0, 0.0], [0.3, 0.5, -0.3], [0.0, 0.0, 0.0], [0.0, 0.0, 0.0], [0.0, 0.0, 0.0], [0.0, 0.0, 0.0], [0.0, -0.1, 0.0], [0.0, 0.0, 0.0], [0.0, 0.0, 0.0], [-0.2, -0.1, 0.1], [0.1, -0.1, 0.0], [0.0, 0.0, 0.0], [0.0, 0.0, 0.0], [0.0, 0.0, 0.0], [0.0, 0.0, 0.0], [0.0, 0.0, 0.0], [0.0, -0.1, 0.0], [0.0, 0.0, 0.0], [0.0, -0.1, 0.0], [0.0, 0.0, -0.1], [0.0, 0.0, 0.0], [0.0, 0.0, 0.0], [0.0, 0.0, 0.0], [0.0, -0.1, 0.1], [0.1, 0.0, 0.1], [0.1, -0.1, 0.1], [0.0, 0.1, 0.0], [0.0, 0.0, 0.0], [0.0, 0.1, 0.1], [0.0, 0.0, 0.0], [0.0, 0.0, 0.0], [0.1, -0.1, -0.6], [0.0, 0.0, 0.1], [0.0, 0.0, -0.1], [0.0, 0.0, 0.0], [0.0, 0.0, 0.0], [-0.1, 0.1, -0.1], [0.0, 0.0, 0.0], [0.0, 0.0, 0.0], [0.0, 0.0, 0.0], [0.1, 0.0, 0.0], [0.0, 0.0, 0.1], [0.0, 0.0, 0.0], [-0.1, 0.1, 0.0], [0.0, 0.0, 0.0], [0.0, 0.0, 0.0], [0.0, -0.1, 0.0], [0.1, 0.0, 0.0], [0.0, -0.1, 0.0], [0.2, 0.2, 0.2], [0.0, 0.0, 0.0], [0.0, 0.0, 0.0], [-0.1, 0.1, 0.0], [-0.1, 0.0, 0.2], [0.0, 0.0, 0.0]], "total_charge": 3, "homo_lumo_gap_ev": [5.9, 4.2], "multiplicity": 2, "energy_ha": -3785.8464}